Entry 1:
A structure of composition C3H7O3Y in a non-equilibrium geometry. Source: the OMol25 dataset; level of theory: the ωB97M-V functional and the def2-TZVPD basis.

```
14
Properties=species:S:1:pos:R:3:forces:R:3:lowdin_charge:R:1
O -1.53504 -0.09567 1.60233 0.1756 0.0851 -0.4121 -0.3784
C -0.38403 -0.86812 1.65477 1.0242 -1.1319 0.5867 -0.3055
C 0.77322 -0.19842 0.91997 0.6250 0.2163 0.9722 -0.1481
O 0.25545 0.27927 -0.33134 -1.5458 0.2510 -0.3200 -0.3355
C 0.98640 0.26273 -1.49193 0.2775 -0.4770 0.2248 0.0495
H -0.53998 -1.87307 1.21037 -0.0916 0.3663 0.1800 0.1315
H -0.04282 -1.03693 2.69467 -0.1891 0.0473 -0.3489 0.1387
H 1.60807 -0.88674 0.73071 -0.2196 0.2439 0.1479 0.1468
H 1.10008 0.70593 1.45570 0.1718 -0.4200 0.0240 0.1424
H 2.05438 0.42963 -1.33786 -0.3526 -0.1882 -0.5000 0.1031
H 0.47109 -0.34637 -2.23660 0.7393 0.3452 -0.2255 0.0931
Y -1.96775 0.89734 -0.10774 -0.8157 1.1193 -1.2926 1.8051
O -1.87229 1.46743 -2.12876 4.4188 -1.5831 -0.7304 -0.5166
H -0.90676 1.26300 -2.63430 -4.2176 1.1260 1.6940 0.0736
```
Positions in Å, forces in eV/Å.

For the gap between HOMO and LUMO (alpha / beta), the calculation gives 0.284 / 0.336 hartree. The largest force on an atom is 4.750 eV/Å. The value obtained for the LUMO energy (alpha / beta) is -5.23 / -5.24 eV. The calculation puts the HOMO energy (alpha / beta) at -12.95 / -14.38 eV. As for the total charge: +1. The multiplicity is 2.

=====

Entry 2:
A cluster of 2 separate species, C3H7OS in total. Source: the OMol25 dataset; level of theory: the ωB97M-V functional and the def2-TZVPD basis.

```
12
Properties=species:S:1:pos:R:3:forces:R:3:lowdin_charge:R:1
C 2.02178 -0.43716 -1.44573 -0.2095 0.9105 -0.1639 -0.7232
S 1.63083 1.37341 -1.32710 0.0968 -0.2544 0.1073 -0.0499
H 2.29737 -0.85303 -0.47753 -0.1618 -0.1696 0.0975 -0.0249
H 2.87709 -0.55562 -2.10345 0.1101 -0.2279 -0.1857 -0.0367
H 1.15846 -0.95054 -1.88017 0.1808 -0.2535 0.1610 -0.0250
O -2.33303 -0.51186 2.48270 -0.0726 -0.0623 0.1756 0.0021
C -1.68562 0.28225 1.84360 0.1012 0.1031 -0.3132 -0.3391
C -1.27379 0.12677 0.42720 0.1392 -0.5482 -0.1158 -0.0873
H -1.34841 1.23170 2.30525 -0.0003 -0.0119 0.1480 0.1125
H -0.18740 0.03663 0.34327 0.1971 0.2568 0.1524 0.0250
H -1.68707 -0.77662 -0.02937 -0.2576 0.2505 0.0573 0.0806
H -1.47022 1.03408 -0.13868 -0.1236 0.0070 -0.1205 0.0659
```
Positions in Å, forces in eV/Å.

For the gap between HOMO and LUMO, the calculation gives 0.225 hartree. The largest force on an atom is 0.949 eV/Å. The value obtained for the LUMO energy is 3.76 eV. The calculation puts the HOMO energy at -2.36 eV. As for the total charge: -1.

=====

For reference, energy above the lowest of the compared OMol25 structures with the same formula, charge and spin by record: 49.14; 72.09 kJ/mol.
For reference, DFT total energy by record: -382.26184; -591.94082 Eh.